A cluster of 10 separate species, C36H96B4F16N6O12 in total at a distorted geometry, computed with wB97M-V/def2-TZVPD.

Geometry as XYZ:
```
170
Properties=species:S:1:pos:R:3:mulliken_charge:R:1
C -2.1422 -1.2380 1.8725 -0.424
O -1.9304 -0.4107 0.7600 -0.364
C -1.1959 0.7427 1.1032 -0.699
C 0.2976 0.4907 1.3717 0.005
N 1.0843 0.5974 0.0873 0.987
H 0.7975 -0.0538 -0.6541 0.066
H 0.9613 1.5963 -0.0935 0.487
C 2.5925 0.3960 0.1026 0.233
C 2.9511 -0.9691 0.6317 -0.559
O 2.3062 -1.9160 -0.1988 -0.126
C 3.0339 -2.3388 -1.3380 -0.535
H -1.2506 -1.7803 2.2018 0.212
H -2.8621 -2.0003 1.5600 0.094
H -2.5999 -0.8059 2.7718 0.323
H -1.5653 1.2107 2.0223 0.382
H -1.2078 1.4865 0.3033 0.347
H 0.4530 -0.5213 1.7352 0.224
H 0.6682 1.2083 2.0975 -0.086
H 2.9769 1.2734 0.6125 -0.308
H 2.7977 0.4544 -0.9666 0.073
H 2.5745 -1.1105 1.6397 -0.052
H 4.0418 -1.0542 0.6605 0.450
H 3.2458 -1.5503 -2.0671 0.047
H 2.5757 -3.1876 -1.8416 0.146
H 3.9970 -2.6602 -0.9078 0.414
C -4.2394 4.5563 3.1082 -0.797
O -4.3595 4.7871 1.7300 -0.406
C -3.9262 3.7397 0.9254 0.285
C -4.4258 4.0245 -0.4910 -1.083
N -5.8456 4.4162 -0.4148 0.005
H -6.4561 3.6271 -0.2014 0.264
H -5.9897 5.0120 0.4207 0.509
C -6.4505 5.0125 -1.6821 -0.730
C -6.2811 6.5028 -1.7575 -0.561
O -6.4817 6.9960 -0.4462 -0.334
C -6.0432 8.3283 -0.2674 -0.817
H -3.2621 4.1338 3.3586 0.305
H -5.0101 3.8784 3.5019 0.283
H -4.3245 5.4227 3.7637 0.279
H -4.3264 2.7630 1.2321 0.132
H -2.8417 3.6545 0.7993 0.138
H -4.2138 3.2705 -1.2454 0.527
H -3.8618 4.9015 -0.8210 0.411
H -7.4965 4.7364 -1.5356 0.416
H -6.0625 4.3981 -2.4895 0.358
H -7.0046 7.0658 -2.3515 0.501
H -5.2914 6.7323 -2.1686 0.431
H -6.0465 8.5371 0.7979 0.277
H -6.5556 9.0913 -0.8576 0.318
H -4.9876 8.4212 -0.5569 0.352
C 5.4759 5.3216 6.5710 -0.714
O 4.8369 4.0968 6.1911 -0.343
C 4.4222 4.1130 4.8297 -0.631
C 3.5384 2.9171 4.6022 -0.494
N 4.3419 1.6297 4.6000 0.289
H 4.8486 1.7199 5.4843 0.449
H 3.7746 0.7671 4.6193 0.290
C 5.2079 1.4802 3.3877 -0.775
C 5.9340 0.1551 3.3480 -0.759
O 6.6327 0.0867 4.5828 -0.404
C 6.9154 -1.1451 5.1707 -0.792
H 6.5601 5.2720 6.4580 0.259
H 5.2213 5.4214 7.6233 0.238
H 5.0800 6.1339 5.9618 0.331
H 5.2870 4.0501 4.1614 0.338
H 3.8932 5.0515 4.6584 0.611
H 2.9334 3.0170 3.7034 0.192
H 2.9135 2.6573 5.4589 0.422
H 5.9036 2.3086 3.4305 0.658
H 4.5467 1.5637 2.5375 0.275
H 6.6360 0.1727 2.5093 0.493
H 5.2219 -0.6720 3.2774 0.357
H 6.2316 -1.3955 5.9894 0.292
H 7.9453 -1.2510 5.5158 0.303
H 6.8049 -1.9984 4.4833 0.308
C -0.4738 -3.9102 -0.3970 -0.826
O -0.4823 -5.3053 -0.5759 -0.264
C 0.5911 -5.8903 -1.2389 -0.548
C 0.1728 -7.2191 -1.7752 -0.602
N 0.0231 -8.1671 -0.5555 -0.244
H 0.9485 -8.4798 -0.2632 0.405
H -0.2943 -7.5279 0.1922 0.476
C -1.0204 -9.2595 -0.6457 -0.803
C -2.3891 -8.6807 -0.3220 -0.437
O -2.1812 -7.7846 0.7327 -0.314
C -3.3378 -7.1094 1.1699 -0.834
H -0.5453 -3.3976 -1.3711 0.412
H 0.2996 -3.4721 0.2319 0.348
H -1.4602 -3.5536 -0.0819 0.150
H 1.4983 -5.9013 -0.6149 0.373
H 0.8916 -5.2693 -2.0995 0.396
H 0.7997 -7.7825 -2.4623 0.430
H -0.8466 -7.3182 -2.1492 0.311
H -0.6867 -9.8668 0.1951 0.415
H -0.9655 -9.8048 -1.5825 0.337
H -2.9674 -9.5620 -0.0144 0.397
H -2.8930 -8.2283 -1.1827 0.443
H -3.9231 -6.7562 0.3114 0.333
H -3.0623 -6.2490 1.7726 0.271
H -4.0372 -7.7293 1.7402 0.321
C 8.9983 2.2488 -6.9284 -0.696
O 9.1751 1.0587 -7.6624 -0.360
C 8.1329 0.8199 -8.5624 -0.713
C 7.0248 0.0158 -7.9202 -0.387
N 7.6568 -1.2161 -7.2569 -0.239
H 8.0658 -1.7461 -8.0313 0.387
H 8.4996 -0.9221 -6.7485 0.446
C 6.7251 -2.0621 -6.4465 -0.802
C 6.2467 -1.4338 -5.1710 -0.417
O 5.6945 -0.1776 -5.3351 -0.296
C 5.4530 0.5556 -4.1323 -0.914
H 9.8935 2.6393 -6.4501 0.303
H 8.3050 2.2631 -6.0701 0.233
H 8.5346 3.0431 -7.5228 0.342
H 8.5885 0.3103 -9.4215 0.379
H 7.7548 1.7059 -9.0818 0.434
H 6.1994 -0.4145 -8.4820 0.498
H 6.5753 0.5441 -7.0793 0.259
H 7.3979 -2.9043 -6.2574 0.422
H 5.9336 -2.5402 -7.0213 0.335
H 7.0535 -1.4257 -4.4234 0.432
H 5.4834 -2.0637 -4.6939 0.286
H 6.3233 0.4674 -3.4818 0.470
H 4.5313 0.1722 -3.6813 0.245
H 5.2005 1.5957 -4.3240 0.297
C -10.0683 -3.1092 -1.0495 -0.773
O -9.8067 -2.7256 0.3023 -0.393
C -10.6422 -1.6813 0.7240 -0.558
C -10.2516 -1.3684 2.1571 -0.754
N -8.7437 -1.1994 2.1955 -0.076
H -8.3960 -1.3736 3.1372 0.411
H -8.4756 -1.9354 1.5236 0.586
C -8.2618 0.0794 1.6320 -0.552
C -6.7939 -0.0089 1.2322 -0.427
O -6.0281 -0.3334 2.3698 -0.381
C -5.5881 -1.6612 2.5289 -0.620
H -11.1009 -3.4582 -1.1124 0.316
H -9.4211 -3.9577 -1.2616 0.268
H -9.8500 -2.3408 -1.7931 0.330
H -11.7054 -1.9493 0.6773 0.526
H -10.6004 -0.7984 0.0692 0.351
H -10.4569 -2.3006 2.6844 0.368
H -10.8353 -0.5765 2.6147 0.373
H -8.5176 0.9168 2.2748 0.410
H -8.7466 0.2786 0.6716 0.262
H -6.3935 0.9327 0.8566 0.079
H -6.6031 -0.7284 0.4270 0.397
H -5.0893 -1.7971 3.4852 0.356
H -4.9119 -1.9545 1.7230 0.198
H -6.4236 -2.3818 2.5274 0.287
B 5.0416 2.6896 -1.0212 0.473
F 5.3185 1.3020 -1.2007 -0.421
F 3.9801 3.0325 -1.8589 -0.398
F 4.6019 2.9035 0.3167 -0.259
F 6.2105 3.4231 -1.2930 -0.342
B 0.8006 4.6112 0.8780 0.130
F 1.4510 4.8399 2.0950 -0.357
F 1.3322 3.3885 0.3423 -0.410
F -0.5910 4.4488 1.0472 -0.294
F 0.9763 5.6102 -0.0794 -0.332
B 1.7742 -0.6782 4.8156 0.101
F 1.8045 0.5967 5.4247 -0.366
F 2.8915 -0.6400 3.8993 -0.364
F 1.8804 -1.7579 5.6738 -0.318
F 0.5892 -0.7941 4.0675 -0.242
B 0.0867 0.5697 -3.1120 0.161
F -0.6476 0.3733 -4.2792 -0.343
F 0.3197 -0.7024 -2.4687 -0.277
F 1.4168 1.0214 -3.3314 -0.316
F -0.5555 1.5445 -2.3133 -0.298
```

Its gap between HOMO and LUMO is 7.437 eV. The calculation puts the total energy at -4357.96890 hartree. As for the charge: +2.